{"formula": "C39H44F6N3O6PSSiTi", "method": "ωB97M-V with the def2-TZVPD basis set", "gap_ev": [3.51, 5.18], "charge": -2, "multiplicity": 3, "de_lowest_kcal_mol": 0.0, "mol_weight_g_mol": 903.78, "energy_ev": -125340.909, "max_force_ev_per_a": 0.9, "symbols": ["H", "C", "H", "H", "H", "F", "H", "C", "H", "O", "H", "H", "P", "C", "H", "C", "C", "H", "H", "C", "H", "C", "N", "C", "H", "F", "F", "C", "C", "F", "Ti", "C", "C", "H", "C", "H", "H", "C", "H", "C", "N", "H", "O", "H", "C", "H", "C", "H", "O", "H", "C", "C", "H", "H", "H", "H", "H", "C", "H", "N", "H", "O", "C", "C", "C", "C", "H", "C", "Si", "H", "C", "C", "C", "C", "H", "C", "C", "H", "S", "C", "H", "F", "C", "H", "C", "H", "H", "F", "H", "H", "H", "C", "O", "H", "H", "O", "C", "H", "C", "H", "C", "C"], "positions_angstrom": [[-1.855, 2.187, -4.176], [-1.614, -4.630, -1.758], [-4.527, 0.135, 3.417], [2.350, -1.710, -1.828], [-3.563, -5.327, -1.168], [-3.532, 4.829, -1.841], [-3.366, -1.381, -2.821], [-1.471, -2.389, -2.728], [-0.168, 3.578, 7.026], [1.182, 2.114, -2.846], [-1.688, -0.356, -4.330], [4.050, 0.657, -2.777], [2.133, -0.018, 3.228], [0.586, -1.450, -4.825], [0.596, -0.453, 5.807], [-3.906, 1.891, -2.283], [-2.860, -2.296, -2.529], [-0.447, 1.141, 7.373], [-2.832, -0.977, 1.994], [3.829, -0.353, 3.854], [0.030, 0.209, -6.069], [1.593, -0.915, -6.994], [-2.193, 0.807, 1.089], [0.733, 0.611, 5.656], [-1.948, 0.609, 0.128], [-4.092, 1.314, -3.483], [-3.191, 3.591, -0.091], [1.479, 1.063, 4.576], [0.683, -0.654, -5.976], [-1.528, 4.512, -1.123], [0.169, 0.878, -1.508], [3.238, 1.108, -0.395], [1.229, -1.440, -0.052], [1.827, 3.239, -1.321], [-2.700, 3.894, -1.309], [0.199, -3.707, -2.366], [2.701, 1.039, 0.555], [2.324, 1.827, -3.356], [-1.105, -5.534, -1.441], [-0.877, -3.584, -2.306], [2.463, 0.332, -1.384], [2.987, -2.754, 4.213], [2.925, 2.451, -4.225], [-0.692, -4.913, 3.987], [0.142, 1.513, 6.544], [4.256, 2.876, 0.060], [2.385, -2.814, -5.779], [3.353, -1.338, -0.413], [1.327, -2.447, 0.652], [-3.999, -0.172, 0.949], [1.621, 2.435, 4.383], [-3.781, 0.742, 2.901], [-0.833, 2.195, 3.591], [-1.177, 3.666, -3.513], [4.327, -1.040, 3.169], [-2.868, 3.656, -4.098], [-2.261, 0.182, 4.331], [0.302, 2.875, 6.346], [-0.577, -0.774, 2.920], [-1.587, 1.751, 3.091], [-1.847, -2.861, 3.216], [0.212, -0.688, -0.192], [-2.513, 2.630, -2.197], [1.214, -3.950, 4.159], [-0.143, -3.984, 3.893], [-0.081, -1.655, 3.314], [3.052, -3.665, -5.682], [1.923, -2.757, 4.015], [-0.576, -0.805, -3.397], [4.227, 0.631, -0.266], [1.046, 3.342, 5.274], [-2.986, -4.514, -1.596], [1.476, -2.531, -4.762], [-2.639, 1.089, 3.841], [2.138, 2.806, 3.505], [-3.228, 0.002, 1.699], [-2.089, 3.077, -3.595], [4.037, 2.663, -1.675], [0.057, 2.243, 1.072], [3.537, 2.567, -0.706], [-2.979, 1.765, 4.628], [-4.021, 0.918, -1.368], [-0.794, -2.832, 3.469], [4.377, 0.591, 3.837], [2.957, 0.565, -2.747], [1.735, -4.851, 4.462], [1.638, -0.260, -7.857], [-4.980, 2.705, -2.094], [-4.678, -3.210, -1.849], [2.659, -0.277, -3.378], [3.861, -0.759, 4.869], [2.431, -1.072, -0.943], [2.459, 3.474, -0.617], [3.165, -2.210, -7.693], [-4.260, 1.663, 2.561], [-1.612, 1.834, -1.624], [1.280, -1.599, 3.604], [1.476, -3.181, -3.893], [2.450, -2.005, -6.904], [1.152, 4.404, 5.096], [-1.310, 1.543, 1.767], [-3.606, -3.329, -1.978]], "forces_ev_per_a": [[0.0, 0.0, 0.0], [0.0, 0.1, 0.0], [0.0, 0.0, 0.0], [0.0, 0.0, 0.0], [0.0, 0.0, 0.0], [0.0, 0.0, 0.0], [0.0, 0.0, 0.0], [-0.2, 0.0, 0.0], [0.0, 0.0, 0.0], [0.5, 0.6, -0.3], [0.0, 0.0, 0.0], [0.0, -0.1, -0.1], [-0.1, -0.3, -0.1], [0.0, 0.1, 0.1], [0.0, 0.0, 0.0], [0.1, 0.2, 0.0], [0.0, -0.1, 0.0], [0.0, 0.0, 0.0], [0.0, 0.0, 0.0], [0.1, 0.0, 0.2], [0.0, 0.0, 0.0], [-0.1, 0.0, 0.1], [0.2, -0.3, -0.2], [-0.1, 0.1, 0.4], [-0.2, 0.2, -0.1], [0.0, -0.1, 0.0], [-0.1, 0.0, 0.0], [0.0, -0.1, -0.4], [0.1, 0.0, -0.1], [0.0, 0.0, 0.0], [-0.2, 0.3, -0.3], [-0.3, -0.1, 0.0], [-0.1, 0.1, -0.2], [0.0, 0.1, 0.0], [0.1, 0.0, 0.0], [0.0, 0.0, 0.0], [0.1, 0.0, 0.0], [-0.2, 0.0, 0.3], [0.0, 0.0, 0.0], [0.0, 0.1, 0.1], [0.1, 0.1, 0.2], [0.0, 0.0, 0.0], [0.1, 0.0, -0.1], [0.0, 0.0, 0.0], [0.2, -0.3, -0.3], [0.0, 0.1, 0.0], [-0.1, 0.0, 0.1], [0.0, -0.1, 0.0], [0.1, 0.0, 0.1], [0.0, 0.0, 0.0], [-0.1, 0.4, 0.2], [-0.1, 0.0, 0.0], [-0.1, 0.0, 0.0], [0.0, 0.0, 0.1], [0.0, 0.0, 0.0], [0.1, 0.0, 0.0], [0.0, 0.0, 0.0], [-0.1, 0.1, 0.2], [0.1, 0.0, 0.0], [0.2, 0.0, -0.1], [0.0, 0.0, 0.0], [0.1, -0.6, 0.7], [-0.2, -0.1, 0.0], [0.1, 0.3, 0.0], [-0.1, -0.1, 0.0], [-0.2, -0.1, 0.0], [0.0, 0.0, 0.0], [-0.1, -0.2, 0.1], [0.2, -0.4, -0.3], [0.0, -0.1, 0.0], [0.2, -0.2, -0.3], [0.0, 0.1, 0.0], [0.0, 0.0, 0.0], [0.1, 0.0, 0.0], [0.0, 0.0, 0.0], [0.0, 0.0, 0.0], [-0.1, 0.1, -0.2], [0.0, 0.0, 0.0], [-0.1, 0.1, 0.1], [0.0, 0.2, 0.0], [0.0, 0.0, 0.0], [0.0, 0.0, 0.1], [0.1, 0.2, 0.0], [0.0, 0.0, 0.0], [0.0, -0.3, 0.1], [0.0, 0.0, 0.0], [0.0, 0.0, 0.0], [0.0, 0.0, -0.1], [0.0, 0.0, 0.0], [0.0, 0.1, 0.0], [0.0, 0.0, 0.0], [0.1, 0.0, -0.3], [-0.1, -0.2, -0.1], [0.0, 0.0, 0.0], [0.0, 0.0, 0.0], [-0.3, -0.1, 0.4], [0.1, 0.2, -0.1], [0.0, 0.0, 0.0], [0.0, 0.0, 0.0], [0.0, 0.0, 0.0], [-0.2, 0.1, 0.2], [0.0, 0.0, 0.0]], "mulliken_spin": [0.0003, 0.0056, -0.0004, -0.0114, -0.0006, 0.0002, -0.0008, -0.0031, 0.0000, -0.0148, 0.0176, -0.0011, -0.0021, 0.0114, -0.0002, 0.0027, -0.0103, 0.0000, 0.0002, 0.0006, -0.0011, 0.0006, -0.0065, -0.0002, 0.0249, 0.0006, -0.0002, -0.0001, 0.0028, 0.0046, 1.7724, -0.0089, 0.0384, 0.0117, 0.0168, -0.0016, 0.0288, 0.0079, 0.0001, -0.0001, -0.0055, 0.0002, 0.0173, 0.0000, 0.0000, 0.0010, 0.0006, 0.0018, 0.0164, 0.0002, 0.0020, 0.0006, 0.0010, 0.0001, 0.0000, -0.0003, -0.0001, -0.0001, -0.0032, -0.0021, 0.0002, -0.0701, -0.0480, 0.0001, 0.0002, 0.0025, 0.0000, 0.0019, 0.1372, 0.0023, 0.0002, -0.0030, -0.0117, -0.0001, -0.0010, -0.0025, 0.0154, -0.0013, 0.0150, -0.0106, 0.0000, 0.0006, 0.0019, 0.0000, 0.0358, 0.0000, 0.0003, -0.0001, 0.0001, 0.0041, 0.0000, 0.0447, 0.0048, -0.0003, -0.0001, -0.0262, -0.0008, -0.0050, -0.0005, 0.0001, -0.0039, 0.0032]}